--- i ---
{
  "formula": "C25H45Cl3O10Se2Si3Ta",
  "method": "ωB97M-V/def2-TZVPD",
  "species": ["Ta", "Se", "Se", "Cl", "Cl", "Cl", "Si", "Si", "Si", "O", "O", "O", "O", "O", "O", "O", "O", "O", "O", "C", "C", "C", "C", "C", "C", "C", "C", "C", "C", "C", "C", "C", "C", "C", "C", "C", "C", "C", "C", "C", "C", "C", "C", "C", "H", "H", "H", "H", "H", "H", "H", "H", "H", "H", "H", "H", "H", "H", "H", "H", "H", "H", "H", "H", "H", "H", "H", "H", "H", "H", "H", "H", "H", "H", "H", "H", "H", "H", "H", "H", "H", "H", "H", "H", "H", "H", "H", "H", "H"],
  "xyz": [[1.089, -0.717, -1.130], [1.756, 0.638, -3.123], [-0.927, -1.528, -2.388], [2.453, -2.670, -2.997], [4.407, -4.270, -1.578], [1.967, -5.495, -2.567], [-1.200, 2.182, 2.808], [-2.231, 1.533, 0.016], [-2.355, -0.649, 2.129], [1.051, -2.788, -0.578], [3.049, -1.114, -0.664], [1.107, 0.573, 0.200], [1.659, -1.510, 2.013], [-0.934, 0.836, -6.960], [5.241, -1.153, -0.239], [1.784, 0.066, -6.642], [2.177, -4.460, 0.426], [3.061, 1.662, -0.123], [-0.915, 1.586, -1.104], [-1.747, 0.967, 1.615], [2.835, 0.464, 1.913], [-1.216, -0.241, -6.079], [-2.996, 3.267, 0.009], [3.829, -0.724, 1.632], [1.717, -0.248, 2.701], [-3.546, 0.563, -0.913], [1.168, -0.998, -5.902], [0.180, 0.673, -4.278], [-1.654, -1.358, 3.731], [2.694, -4.025, -1.864], [2.241, -0.624, 4.092], [-0.077, -0.578, -5.100], [-2.012, -1.979, 0.843], [3.123, -1.862, 3.764], [-0.216, 2.813, -1.333], [-2.624, 3.034, 3.716], [2.379, 0.981, 0.581], [1.930, -3.735, -0.501], [4.122, -0.984, 0.155], [-4.217, -0.659, 2.491], [-0.095, 1.564, 4.219], [3.020, -1.907, 2.239], [-0.536, -1.802, -4.284], [-0.105, 3.544, 2.070], [2.805, 0.197, 4.541], [0.337, 1.528, -4.929], [-2.108, 0.041, -5.514], [4.156, -1.765, 4.101], [-2.489, -1.739, -0.115], [-2.386, -2.964, 1.155], [1.899, -1.460, -5.244], [3.290, 1.291, 2.453], [-0.664, 4.319, 1.535], [0.612, 3.109, 1.360], [2.184, 0.676, -6.013], [-3.930, 1.193, -1.722], [-3.138, 2.295, 4.348], [0.952, 1.454, 3.898], [-3.084, 3.687, -1.005], [3.220, -2.875, 1.795], [1.414, -0.871, 4.759], [-4.625, -1.671, 2.645], [2.702, -2.773, 4.186], [-4.384, 0.323, -0.246], [0.868, -1.739, -6.644], [-0.927, -2.076, 0.685], [-0.024, 0.744, -7.267], [-2.099, -2.350, 3.894], [-0.117, 2.303, 5.030], [-0.660, 0.888, -3.620], [-2.282, 3.856, 4.367], [-4.010, 3.164, 0.421], [-0.621, 3.629, -0.735], [-0.562, -1.483, 3.696], [-3.359, 3.435, 3.008], [-4.785, -0.183, 1.685], [-1.502, -2.161, -4.635], [0.169, -2.626, -4.346], [-1.450, -1.155, -6.639], [0.468, 4.042, 2.863], [-1.906, -0.738, 4.597], [-2.469, 3.995, 0.633], [4.787, -0.596, 2.120], [-4.398, -0.077, 3.406], [-3.196, -0.372, -1.352], [0.743, 0.238, 2.671], [-0.419, 0.606, 4.631], [0.841, 2.709, -1.088], [-0.291, 3.089, -2.390]],
  "multiplicity": 1,
  "lumo_ev": 0.576,
  "total_charge": -1
}

--- ii ---
{
  "formula": "C25H45Cl3O10Se2Si3Ta",
  "method": "ωB97M-V/def2-TZVPD",
  "species": ["Ta", "Se", "Se", "Cl", "Cl", "Cl", "Si", "Si", "Si", "O", "O", "O", "O", "O", "O", "O", "O", "O", "O", "C", "C", "C", "C", "C", "C", "C", "C", "C", "C", "C", "C", "C", "C", "C", "C", "C", "C", "C", "C", "C", "C", "C", "C", "C", "H", "H", "H", "H", "H", "H", "H", "H", "H", "H", "H", "H", "H", "H", "H", "H", "H", "H", "H", "H", "H", "H", "H", "H", "H", "H", "H", "H", "H", "H", "H", "H", "H", "H", "H", "H", "H", "H", "H", "H", "H", "H", "H", "H", "H"],
  "xyz": [[0.118, -0.031, -0.211], [2.628, 0.108, -1.062], [0.161, -1.975, -2.036], [-0.433, 4.881, -1.020], [-0.551, 3.976, -3.752], [2.026, 4.299, -2.459], [2.268, -1.210, 2.061], [-0.287, -0.295, 3.362], [1.705, 1.906, 2.336], [-2.168, 0.127, -2.318], [-3.229, -2.139, 1.120], [1.594, -2.082, 0.795], [0.214, 1.429, -2.548], [4.319, -0.797, -5.378], [-3.266, 2.195, 1.266], [0.527, 2.148, -0.485], [-1.457, 1.194, 0.439], [4.628, -2.233, -2.936], [-1.374, -1.306, 0.195], [2.503, -1.184, -3.717], [0.390, 3.240, 2.411], [1.000, -1.416, -3.713], [2.607, 1.959, 4.010], [-2.705, -1.444, 0.283], [2.923, -1.023, -5.188], [0.344, 2.335, -1.728], [-1.000, -2.006, 3.081], [3.210, -2.402, -3.113], [2.411, -2.444, 3.468], [-3.607, 0.835, -0.635], [-3.060, 1.214, -2.031], [-3.121, -0.931, -2.173], [-4.229, -0.523, -3.152], [-4.156, 1.028, -3.082], [0.322, 3.826, -2.219], [-2.750, 1.450, 0.457], [3.061, 2.536, 1.202], [1.015, 0.151, 2.027], [-1.623, 0.961, 3.690], [-3.589, -0.730, -0.731], [2.055, -3.361, 0.383], [2.858, 0.105, -3.004], [0.415, -0.442, 5.127], [4.070, -0.762, 1.828], [-2.540, 2.167, -2.072], [0.743, -2.233, -4.390], [-4.607, 1.219, -0.473], [2.410, -0.161, -5.620], [2.850, -1.970, 4.354], [0.475, -0.515, -4.031], [3.095, -3.243, 3.157], [-0.477, -2.556, 2.295], [3.095, 1.006, 4.264], [-0.540, 2.929, 1.926], [1.454, -2.895, 3.750], [3.481, 3.431, 1.681], [4.746, -1.581, -2.234], [4.283, -0.286, 0.873], [-2.049, -1.969, 2.787], [0.957, 0.442, 5.457], [-3.997, -0.888, -4.151], [1.926, 2.220, 4.827], [4.380, -0.077, 2.632], [2.283, 0.928, -3.414], [-0.927, -2.576, 4.016], [2.590, -1.916, -5.735], [2.687, 2.814, 0.216], [3.072, -3.296, -0.024], [3.911, 0.334, -3.127], [-2.130, 1.376, 2.817], [-4.577, -1.148, -0.571], [-3.841, 1.456, -4.034], [4.681, -1.670, 1.910], [-5.091, 1.498, -2.778], [-5.199, -0.925, -2.854], [1.394, -3.731, -0.395], [3.384, 2.734, 3.969], [-2.652, -1.884, -2.377], [4.797, -1.347, -4.745], [0.753, 4.136, 1.894], [-2.376, 0.475, 4.325], [-0.459, -0.552, 5.786], [2.735, -2.649, -2.164], [0.157, 3.511, 3.447], [3.086, -3.257, -3.785], [1.050, -1.314, 5.288], [-1.195, 1.798, 4.257], [3.872, 1.815, 1.056], [2.048, -4.060, 1.225]],
  "multiplicity": 1,
  "lumo_ev": 1.995,
  "total_charge": -1
}

Which structure is most stable? ii, by 197.7 kJ/mol over the runner-up.

--- i ---
{
  "formula": "CH4FNO",
  "method": "ωB97M-V/def2-TZVPD",
  "species": ["F", "O", "N", "C", "H", "H", "H", "H"],
  "xyz": [[1.354, -1.971, -0.803], [0.229, 0.060, -0.822], [0.164, -1.191, -1.243], [-0.443, 0.371, 0.415], [0.624, -1.140, -2.399], [-1.449, -0.094, 0.572], [0.114, 0.041, 1.251], [-0.531, 1.531, 0.521]],
  "multiplicity": 1,
  "lumo_ev": 0.821
}

--- ii ---
{
  "formula": "CH4FNO",
  "method": "ωB97M-V/def2-TZVPD",
  "species": ["F", "O", "N", "C", "H", "H", "H", "H"],
  "xyz": [[-1.531, -2.000, 0.153], [-0.517, -0.978, 1.114], [0.343, -0.385, 0.447], [0.107, 0.796, -0.358], [1.273, -0.920, 0.274], [-0.485, 0.733, -1.220], [-0.267, 1.646, 0.242], [1.078, 1.110, -0.653]],
  "multiplicity": 1,
  "lumo_ev": [-0.443, -0.424]
}

Which structure is most stable? i, by 18.8 kJ/mol over the runner-up.

--- i ---
{
  "formula": "C38H49N5O2PPd",
  "method": "ωB97M-V/def2-TZVPD",
  "species": ["Pd", "P", "O", "O", "N", "N", "N", "N", "N", "C", "C", "C", "C", "C", "C", "C", "C", "C", "C", "C", "C", "C", "C", "C", "C", "C", "C", "C", "C", "C", "C", "C", "C", "C", "C", "C", "C", "C", "C", "C", "C", "C", "C", "C", "C", "C", "C", "H", "H", "H", "H", "H", "H", "H", "H", "H", "H", "H", "H", "H", "H", "H", "H", "H", "H", "H", "H", "H", "H", "H", "H", "H", "H", "H", "H", "H", "H", "H", "H", "H", "H", "H", "H", "H", "H", "H", "H", "H", "H", "H", "H", "H", "H", "H", "H", "H"],
  "xyz": [[1.463, 0.073, -0.145], [-1.046, -0.430, -0.073], [-0.288, 3.436, -0.518], [1.749, 0.378, 2.047], [0.859, 1.951, 0.785], [3.726, 0.460, -0.353], [3.009, 3.092, -1.199], [-0.003, 3.935, 1.679], [2.386, -1.807, -0.991], [-3.966, -0.479, 3.311], [-2.037, -4.915, -0.309], [6.385, 0.380, 0.431], [-0.707, 5.192, 1.457], [-3.340, 0.869, 1.267], [-2.590, -1.135, 3.295], [3.707, 3.803, 0.985], [-1.419, -4.434, 0.999], [-0.357, -0.402, -3.536], [1.712, -2.825, -1.527], [-1.864, 0.419, 1.370], [-1.595, 0.594, -1.526], [-1.548, -2.199, -0.217], [0.182, 3.110, 0.559], [2.511, 5.301, -0.432], [-4.379, -0.049, 1.907], [-3.205, -4.000, -0.717], [1.239, 1.538, 2.005], [2.456, 4.284, -1.379], [0.419, 3.560, 2.913], [-2.910, 0.276, -2.258], [-0.466, 0.761, -2.558], [3.631, 2.872, -0.038], [-0.769, -3.056, 0.809], [3.707, -3.954, -2.141], [4.433, -0.672, -0.442], [4.415, -2.900, -1.591], [2.325, -3.918, -2.109], [5.677, 1.564, 0.459], [1.036, 2.381, 3.143], [3.133, 5.050, 0.775], [5.760, -0.756, -0.047], [3.725, -1.841, -1.017], [-1.538, -0.171, 2.756], [-2.803, -0.862, -3.272], [-1.676, -0.618, -4.269], [4.348, 1.571, 0.053], [-3.031, -2.578, -0.164], [1.725, -4.713, -2.528], [-2.625, -1.813, -2.761], [-3.284, -3.963, -1.807], [-3.396, 1.835, 1.782], [1.346, 2.072, 4.128], [-1.904, 0.270, -4.868], [1.946, 4.440, -2.322], [-4.150, -4.409, -0.354], [-1.716, 5.001, 1.096], [-0.186, 5.780, 0.705], [-0.542, -0.620, 2.756], [6.140, 2.489, 0.774], [4.231, -4.784, -2.596], [6.293, -1.693, -0.095], [-2.376, -5.948, -0.225], [4.210, 3.561, 1.912], [0.265, -3.179, 0.477], [0.491, 0.935, -2.045], [-0.652, 1.685, -3.113], [-0.748, 5.742, 2.394], [-3.727, 0.088, -1.561], [0.638, -2.754, -1.488], [5.493, -2.890, -1.633], [-0.705, -2.542, 1.767], [-3.756, -0.970, -3.793], [-1.479, 0.671, 3.455], [-3.361, -2.546, 0.873], [-0.676, -5.141, 1.370], [-1.207, -2.465, -1.224], [3.182, 5.813, 1.543], [-1.302, 1.351, 1.309], [-4.710, -1.155, 3.735], [-2.631, -2.045, 2.691], [-2.198, -4.381, 1.765], [-5.330, 0.487, 1.946], [-0.095, -1.319, -2.997], [-1.595, -1.455, -4.965], [-1.698, 1.570, -1.040], [-4.554, -0.928, 1.286], [-3.661, -1.880, -0.711], [-2.305, -1.450, 4.301], [0.453, -0.217, -4.244], [0.210, 4.263, 3.709], [2.066, 6.263, -0.647], [7.417, 0.343, 0.756], [-1.266, -4.913, -1.087], [-3.609, 1.078, 0.233], [-3.934, 0.401, 3.963], [-3.186, 1.186, -2.803]],
  "multiplicity": 3,
  "lumo_ev": [-2.816, -3.651],
  "total_charge": 1
}

--- ii ---
{
  "formula": "C38H49N5O2PPd",
  "method": "ωB97M-V/def2-TZVPD",
  "species": ["Pd", "P", "O", "O", "N", "N", "N", "N", "N", "C", "C", "C", "C", "C", "C", "C", "C", "C", "C", "C", "C", "C", "C", "C", "C", "C", "C", "C", "C", "C", "C", "C", "C", "C", "C", "C", "C", "C", "C", "C", "C", "C", "C", "C", "C", "C", "C", "H", "H", "H", "H", "H", "H", "H", "H", "H", "H", "H", "H", "H", "H", "H", "H", "H", "H", "H", "H", "H", "H", "H", "H", "H", "H", "H", "H", "H", "H", "H", "H", "H", "H", "H", "H", "H", "H", "H", "H", "H", "H", "H", "H", "H", "H", "H", "H", "H"],
  "xyz": [[0.431, -0.234, 1.533], [-0.286, -0.227, -1.063], [-1.423, 0.782, 2.225], [1.869, 3.020, 0.157], [0.690, -2.467, 1.860], [0.200, 1.909, 1.250], [2.453, 1.864, 3.472], [-0.001, 4.180, 0.715], [1.083, -0.637, 3.788], [-2.782, -3.397, -2.154], [0.984, 4.052, 4.358], [1.168, 0.312, 4.716], [0.775, 3.010, 0.693], [1.081, -2.920, 3.059], [3.002, -1.447, -1.074], [2.804, 3.102, 3.142], [-3.909, 0.640, -1.908], [0.571, -3.339, 0.860], [-2.875, 1.007, -0.848], [-0.839, -1.746, -1.975], [1.234, -2.293, 5.491], [-3.898, 1.659, -3.041], [0.619, 2.767, 4.727], [1.143, -1.917, 4.157], [-2.540, 1.669, -3.732], [-1.834, -4.054, -3.150], [0.846, -4.687, 0.983], [0.579, 5.362, 0.088], [-1.795, 3.116, 1.851], [-1.247, -2.998, -4.103], [-1.028, 1.909, 1.799], [-2.007, -2.444, -1.231], [-1.442, 1.199, -1.388], [2.503, -0.039, -0.784], [-1.213, -1.607, -3.453], [1.353, 0.400, -1.703], [-1.231, 4.206, 1.290], [1.784, 0.200, -3.167], [1.208, 0.017, 6.074], [2.106, 4.226, 3.563], [1.394, -4.258, 3.261], [1.279, -5.154, 2.212], [3.460, -1.568, -2.524], [1.237, -1.309, 6.464], [-1.395, 1.932, -2.753], [2.330, -1.192, -3.476], [1.390, 1.711, 4.262], [-4.111, 2.652, -2.630], [-0.536, -0.956, -4.000], [-0.439, 1.759, -3.248], [3.810, -2.582, -2.729], [0.041, -2.400, -1.940], [-1.624, -3.012, -0.381], [-2.514, 2.445, -4.500], [1.545, 5.585, 0.535], [-2.342, -4.835, -3.717], [1.740, -4.603, 4.222], [4.312, -0.900, -2.689], [-1.734, 5.165, 1.268], [-1.409, 3.002, -2.521], [-2.200, -1.154, -3.512], [2.587, 0.924, -3.346], [2.180, 0.075, 0.263], [2.442, 5.213, 3.275], [-2.396, 0.725, -4.257], [0.731, 5.187, -0.976], [-0.245, 2.584, 5.353], [1.535, -1.940, -3.406], [1.523, -6.197, 2.357], [1.230, 1.476, -1.544], [-2.686, -1.706, -0.808], [2.683, -1.217, -4.509], [-0.099, 6.200, 0.229], [1.290, -1.575, 7.511], [3.813, -1.704, -0.389], [0.727, -5.343, 0.133], [-1.841, -2.944, -5.017], [0.406, 4.903, 4.694], [-4.686, 1.441, -3.764], [-3.716, -0.356, -2.318], [0.244, -2.928, -0.078], [-2.770, 3.138, 2.308], [-2.875, 0.293, -0.021], [1.278, -3.332, 5.776], [-1.031, -4.553, -2.597], [2.201, -2.173, -0.896], [-4.895, 0.596, -1.441], [3.678, 3.195, 2.507], [-3.187, 1.959, -0.407], [3.321, 0.678, -0.892], [0.990, 0.465, -3.864], [-3.560, -2.854, -2.698], [-0.970, 1.902, -0.704], [-0.238, -3.287, -4.406], [-3.298, -4.144, -1.550], [1.267, 0.819, 6.796]],
  "multiplicity": 3,
  "lumo_ev": [-2.854, -3.686],
  "total_charge": 1
}

Which structure is most stable? i, by 30.1 kJ/mol over the runner-up.

--- i ---
{
  "formula": "C3H5NS4",
  "method": "ωB97M-V/def2-TZVPD",
  "species": ["S", "S", "S", "S", "N", "C", "C", "C", "H", "H", "H", "H", "H"],
  "xyz": [[-0.844, -0.398, -1.330], [-3.356, -0.714, 0.859], [0.998, 0.996, 0.704], [3.844, 0.744, -0.106], [-0.998, -1.564, -0.108], [2.269, 0.861, -0.474], [-0.466, 1.071, -0.357], [-2.044, -1.666, 0.764], [-0.195, -2.212, 0.033], [-0.375, 1.873, -1.111], [1.935, 0.855, -1.530], [-1.904, -2.504, 1.419], [-1.305, 1.303, 0.308]],
  "multiplicity": 1,
  "lumo_ev": -0.483
}

--- ii ---
{
  "formula": "C3H5NS4",
  "method": "ωB97M-V/def2-TZVPD",
  "species": ["S", "S", "S", "S", "N", "C", "C", "C", "H", "H", "H", "H", "H"],
  "xyz": [[-0.954, -1.146, -0.357], [-0.091, 4.038, -0.754], [-0.160, 1.345, -2.192], [1.325, -0.189, 1.366], [-0.874, -1.885, 2.096], [0.648, 2.435, -0.959], [-0.189, -1.188, 1.171], [0.246, -0.317, -1.517], [1.283, -0.580, -1.215], [1.238, 2.058, -0.187], [0.210, -0.956, -2.454], [-1.796, -1.913, 1.825], [-0.887, -1.702, 3.179]],
  "multiplicity": 1,
  "lumo_ev": -0.857
}

Which structure is most stable? i, by 140.9 kJ/mol over the runner-up.

--- i ---
{
  "formula": "C4H6N7",
  "method": "ωB97M-V/def2-TZVPD",
  "species": ["N", "N", "N", "N", "N", "N", "N", "C", "C", "C", "C", "H", "H", "H", "H", "H", "H"],
  "xyz": [[2.430, 0.891, -0.644], [-0.805, 0.020, -0.379], [0.479, -0.055, -0.351], [3.147, 0.255, 0.342], [-1.451, -1.025, -0.615], [1.245, 0.834, -0.832], [-1.272, 1.118, 0.188], [3.919, -0.741, 0.194], [-2.580, 1.156, 0.470], [-3.452, 0.018, 0.157], [-2.752, -1.057, -0.395], [3.882, -1.235, -0.728], [-2.781, 2.203, 0.841], [-3.214, -1.911, -0.905], [-4.458, -0.290, 0.576], [3.162, 0.949, 1.122], [4.501, -1.131, 0.962]],
  "multiplicity": 1,
  "lumo_ev": [-4.800, -4.800],
  "total_charge": 1
}

--- ii ---
{
  "formula": "C4H6N7",
  "method": "ωB97M-V/def2-TZVPD",
  "species": ["N", "N", "N", "N", "N", "N", "N", "C", "C", "C", "C", "H", "H", "H", "H", "H", "H"],
  "xyz": [[-0.629, -0.463, 0.203], [2.831, 1.935, -0.386], [1.866, 2.607, 1.520], [-1.679, -2.017, -0.856], [1.730, 1.203, -0.237], [0.014, -0.694, -0.932], [-2.646, -1.140, 1.177], [2.900, 2.757, 0.615], [1.265, 1.688, 0.894], [-1.679, -1.241, 0.266], [-0.606, -1.635, -1.589], [1.526, 0.459, -0.950], [-2.329, -1.027, 2.101], [-3.568, -1.476, 1.132], [-2.514, -2.515, -1.174], [-0.216, -1.950, -2.473], [3.731, 3.509, 0.689]],
  "multiplicity": 1,
  "lumo_ev": [-8.012, -8.009],
  "total_charge": 1
}

Which structure is most stable? ii, by 216.2 kJ/mol over the runner-up.